Arrangement i

Here is a cluster of 2 separate species, C4H11O3 in total from OMol25. Energies are from ωB97M-V/def2-TZVPD.

charge: -1
spin multiplicity: 1
HOMO-LUMO gap: 7.753 eV
E_LUMO: 4.1 eV

Geometry (Å):
C1 0.840 -0.863 -1.442
C2 -0.562 -1.404 -1.073
C3 -0.714 -1.439 0.462
O1 -0.247 -0.344 1.214
C4 0.889 0.690 -1.432
O2 1.365 1.158 -0.186
H1 1.573 -1.220 -0.722
H2 1.072 -1.271 -2.447
H3 -0.876 -2.383 -1.416
H4 -1.310 -0.719 -1.486
H5 -1.738 -1.659 0.818
H6 -0.124 -2.329 0.777
H7 -0.120 1.114 -1.615
H8 1.687 0.982 -2.140
H9 0.425 0.313 0.630
H10 -1.066 0.954 2.120
H11 -0.562 2.354 1.600
O3 -1.253 1.922 2.187

***

Arrangement ii

Here is a structure of composition C4H11O3 from OMol25. Energies are from ωB97M-V/def2-TZVPD.

charge: -1
spin multiplicity: 1
HOMO-LUMO gap: 6.986 eV
E_LUMO: 2.7 eV

Geometry (Å):
C1 0.624 -0.407 -3.205
O1 1.891 -0.684 -3.387
C2 0.274 -0.702 -1.661
C3 0.297 0.239 -0.624
C4 0.283 -0.069 0.857
O2 -0.461 1.409 3.500
H1 -0.048 -1.138 -3.705
H2 0.279 0.635 -3.364
H3 0.279 -1.763 -1.432
H4 1.353 0.036 -1.199
H5 0.094 1.294 -0.785
H6 -0.366 -0.897 1.144
H7 -0.019 0.806 1.428
H8 1.288 -0.366 1.170
H9 0.058 1.072 4.246
H10 -3.033 0.446 2.601
H11 -1.503 0.520 3.352
O3 -2.391 -0.114 3.084

***

Arrangement iii

Here is a structure of composition C4H11O3 from OMol25. Energies are from ωB97M-V/def2-TZVPD.

charge: -1
spin multiplicity: 1
HOMO-LUMO gap: 7.684 eV
E_LUMO: 4.1 eV

Geometry (Å):
C1 0.183 -0.215 1.275
C2 -1.256 -0.621 0.952
C3 -1.827 -0.028 -0.373
O1 -1.039 -0.100 -1.437
C4 1.300 -0.571 0.295
O2 0.834 -1.301 -0.799
H1 0.365 0.910 1.320
H2 0.482 -0.498 2.242
H3 -1.868 -0.661 1.931
H4 -1.126 -1.775 0.591
H5 -2.015 1.085 -0.090
H6 -2.844 -0.512 -0.667
H7 0.057 -0.600 -1.277
H8 1.694 0.517 -0.081
H9 2.169 -1.219 0.655
H10 1.857 1.063 -1.433
H11 1.118 2.425 -1.761
O3 1.918 2.102 -1.342

***

Arrangement iv

Here is a cluster of 2 separate species, C4H11O3 in total from OMol25. Energies are from ωB97M-V/def2-TZVPD.

charge: -1
spin multiplicity: 1
HOMO-LUMO gap: 7.619 eV
E_LUMO: 4.0 eV

Geometry (Å):
C1 0.493 -1.572 -0.264
C2 0.530 -0.792 1.053
C3 0.608 0.778 0.930
O1 -0.169 1.353 -0.014
C4 -0.531 -1.176 -1.344
O2 0.119 -1.087 -2.656
H1 1.471 -1.516 -0.738
H2 0.241 -2.620 -0.050
H3 1.468 -1.041 1.562
H4 -0.320 -1.088 1.677
H5 0.441 1.171 1.960
H6 1.693 0.998 0.753
H7 -0.946 -0.197 -1.142
H8 -1.308 -1.907 -1.575
H9 0.573 -0.254 -2.738
H10 -0.904 2.397 0.459
H11 -2.218 3.317 1.076
O3 -1.239 3.238 1.052

***

Least stable of them? arrangement ii.

***

Arrangement i

Here is a cluster of 2 separate species, C2H3BrN2O in total from OMol25. Energies are from ωB97M-V/def2-TZVPD.

charge: 0
spin multiplicity: 1
HOMO-LUMO gap: 9.024 eV
E_LUMO: 0.4 eV
SMILES string: [H]/N=N\[H].O=C=CBr

Geometry (Å):
H1 -1.277 -2.574 0.126
N1 -0.756 -1.667 0.392
N2 0.426 -1.889 0.518
H2 0.705 -2.905 0.687
O1 0.312 1.448 1.648
C1 0.322 1.711 0.534
C2 0.121 2.041 -0.722
Br1 0.459 0.940 -2.179
H3 -0.313 2.895 -1.004

***

Arrangement ii

Here is a structure of composition C2H3BrN2O from OMol25. Energies are from ωB97M-V/def2-TZVPD.

charge: 0
spin multiplicity: 1
HOMO-LUMO gap (alpha / beta): 8.892 / 8.892 eV
E_LUMO (alpha / beta): 0.0 / 0.0 eV

Geometry (Å):
C1 -0.417 -1.416 -0.304
C2 0.300 -0.455 0.557
N1 0.129 1.919 -0.183
N2 -0.666 1.251 0.305
O1 -1.547 -1.771 -0.076
Br1 2.000 0.034 -0.073
H1 0.105 -1.721 -1.184
H2 0.146 -0.659 1.558
H3 -0.050 2.818 -0.598

***

Least stable of them? arrangement i.

***

Arrangement i

Here is the molecule C3H4O3S from OMol25. Energies are from ωB97M-V/def2-TZVPD.

charge: 0
spin multiplicity: 1
HOMO-LUMO gap: 8.945 eV
E_LUMO: -0.6 eV
SMILES string: O=C(O)COC=S

Geometry (Å):
O1 -2.501 -1.289 0.022
C1 -1.946 -0.246 0.108
O2 -2.549 0.920 -0.280
C2 -0.327 -0.200 0.170
O3 0.344 0.984 0.241
C3 1.678 0.890 -0.007
S1 2.553 -0.583 -0.119
H1 -1.681 1.577 -0.195
H2 -0.147 -0.956 -0.627
H3 -0.096 -0.753 1.112
H4 2.287 1.884 0.119

***

Arrangement ii

Here is the molecule C3H4O3S from OMol25. Energies are from ωB97M-V/def2-TZVPD.

charge: 0
spin multiplicity: 1
HOMO-LUMO gap: 11.486 eV
E_LUMO: 0.8 eV

Geometry (Å):
C1 -1.023 0.627 0.231
C2 -0.556 -0.784 0.523
C3 -0.323 -0.167 -0.791
O1 1.760 1.432 0.185
O2 2.377 -0.764 -0.773
O3 0.670 -0.658 1.160
S1 1.431 0.057 -0.112
H1 -2.071 0.817 -0.037
H2 -0.473 1.393 0.700
H3 -1.101 -1.654 0.636
H4 -0.692 -0.299 -1.720

***

Least stable of them? arrangement ii.

***

Arrangement i

Here is a cluster of 2 separate species, C4H9NO4 in total from OMol25. Energies are from ωB97M-V/def2-TZVPD.

charge: 0
spin multiplicity: 1
HOMO-LUMO gap: 8.603 eV
E_LUMO: -0.3 eV

Geometry (Å):
C1 0.254 0.570 0.685
C2 0.345 -0.394 -0.415
C3 1.428 -0.285 -1.411
C4 -0.550 1.783 -0.161
N1 -1.765 1.899 0.379
O1 0.420 -1.980 0.895
O2 -0.660 -2.840 0.465
O3 -0.440 0.116 1.743
O4 -0.042 2.434 -1.041
H1 -0.323 -3.710 0.718
H2 -0.108 -1.193 1.595
H3 1.216 1.062 0.908
H4 -0.604 -0.814 -0.736
H5 -1.941 1.315 1.192
H6 -2.342 2.690 0.144
H7 1.398 0.746 -1.794
H8 1.314 -0.984 -2.235
H9 2.400 -0.418 -0.932

***

Arrangement ii

Here is the molecule C4H9NO4 from OMol25. Energies are from ωB97M-V/def2-TZVPD.

charge: 0
spin multiplicity: 1
HOMO-LUMO gap: 10.016 eV
E_LUMO: 0.7 eV

Geometry (Å):
C1 0.770 1.645 1.062
C2 -0.508 0.259 -0.959
N1 0.055 0.210 -2.254
O1 0.824 0.656 0.052
O2 -1.565 0.861 -0.706
H1 -0.511 0.727 -2.914
H2 1.025 0.489 -2.277
H3 1.527 2.407 0.852
H4 0.988 1.217 2.045
H5 -0.225 2.094 1.063
C3 0.678 -1.238 0.528
C4 -0.539 -1.291 -0.279
O3 0.563 -1.349 1.829
O4 -1.663 -1.353 0.553
H6 -0.407 -1.294 2.011
H7 -2.138 -0.510 0.344
H8 1.652 -1.500 0.130
H9 -0.526 -2.030 -1.078

***

Arrangement iii

Here is a cluster of 2 separate species, C4H9NO4 in total from OMol25. Energies are from ωB97M-V/def2-TZVPD.

charge: 0
spin multiplicity: 1
HOMO-LUMO gap: 9.768 eV
E_LUMO: 0.5 eV
SMILES string: NC(=O)C(O)O.CC=O

Geometry (Å):
N1 0.206 -1.627 -1.526
C1 0.653 -0.437 -1.073
O1 0.861 0.531 -1.762
C2 1.405 -0.637 0.436
O2 0.700 -1.485 1.228
O3 1.624 0.621 0.957
H1 -0.071 -1.727 -2.491
H2 0.017 -2.372 -0.876
H3 2.348 -1.108 0.131
H4 -0.293 -1.177 1.247
H5 1.745 0.570 1.912
C3 -1.068 1.837 0.431
C4 -1.594 0.504 0.037
O4 -1.622 -0.489 0.764
H6 -1.868 2.577 0.405
H7 -0.320 2.138 -0.303
H8 -0.617 1.808 1.421
H9 -2.105 0.473 -0.939

***

Arrangement iv

Here is the molecule C4H9NO4 from OMol25. Energies are from ωB97M-V/def2-TZVPD.

charge: 0
spin multiplicity: 1
HOMO-LUMO gap: 11.077 eV
E_LUMO: 0.8 eV
SMILES string: CO[C@](N)(O)OC(C)=O

Geometry (Å):
C1 -0.041 -1.444 2.311
O1 0.322 -0.437 1.374
C2 -0.549 -0.330 0.300
N1 -1.882 -0.064 0.714
O2 -0.570 -1.455 -0.487
O3 -0.088 0.826 -0.450
C3 1.000 0.716 -1.240
C4 1.134 1.919 -2.122
O4 1.710 -0.248 -1.275
H1 -0.264 -2.386 1.804
H2 0.828 -1.554 2.961
H3 -0.912 -1.122 2.889
H4 -1.979 0.910 0.969
H5 -2.537 -0.304 -0.017
H6 0.356 -1.646 -0.724
H7 1.102 2.837 -1.529
H8 0.297 1.922 -2.813
H9 2.072 1.861 -2.666

***

Least stable of them? arrangement i.

***

Arrangement i

Here is a cluster of 2 separate species, C4H9NO4 in total from OMol25. Energies are from ωB97M-V/def2-TZVPD.

charge: 0
spin multiplicity: 1
HOMO-LUMO gap: 9.928 eV
E_LUMO: 0.4 eV
SMILES string: CC(=O)NCC(=O)O.O

Geometry (Å):
C1 0.284 -1.732 1.177
C2 0.513 -0.430 1.738
O1 1.233 -0.271 2.699
N1 0.061 0.758 1.168
C3 -0.999 0.805 0.153
C4 -0.560 1.842 -0.977
O2 0.141 2.754 -0.965
O3 -1.242 1.415 -2.098
H1 0.807 -1.947 0.280
H2 0.451 -2.520 2.010
H3 -0.841 -1.930 0.786
H4 0.416 1.564 1.691
H5 -1.015 -0.176 -0.221
H6 -1.947 1.206 0.704
H7 -1.002 1.944 -2.938
O4 0.887 -0.835 -1.947
H8 1.427 -0.863 -1.013
H9 1.386 -1.584 -2.249

***

Arrangement ii

Here is a cluster of 2 separate species, C4H9NO4 in total from OMol25. Energies are from ωB97M-V/def2-TZVPD.

charge: 0
spin multiplicity: 1
HOMO-LUMO gap: 10.038 eV
E_LUMO: 0.6 eV
SMILES string: CN(O)C=O.COC=O

Geometry (Å):
C1 0.368 -1.887 1.274
N1 0.744 -0.571 0.784
O1 1.718 -0.043 1.642
C2 1.113 -0.289 -0.621
O2 2.253 0.044 -0.875
H1 -0.499 -2.218 0.706
H2 1.142 -2.652 1.232
H3 0.068 -1.790 2.318
H4 2.456 0.163 1.021
H5 0.442 -0.826 -1.302
C3 -1.132 1.819 -1.662
O3 -0.421 1.424 -0.502
C4 -1.145 0.456 0.483
O4 -1.430 0.761 1.597
H6 -1.540 0.962 -2.212
H7 -0.466 2.394 -2.308
H8 -1.957 2.485 -1.400
H9 -1.714 -0.231 -0.174

***

Arrangement iii

Here is a cluster of 2 separate species, C4H9NO4 in total from OMol25. Energies are from ωB97M-V/def2-TZVPD.

charge: 0
spin multiplicity: 1
HOMO-LUMO gap: 10.286 eV
E_LUMO: 0.3 eV
SMILES string: CNC(=O)CC(=O)O.O

Geometry (Å):
C1 -2.857 -0.981 -0.500
N1 -1.682 -0.711 0.358
C2 -0.535 -1.411 0.182
O1 -0.480 -2.454 -0.506
C3 0.664 -0.845 0.882
C4 1.117 0.327 -0.055
O2 0.390 1.016 -0.786
O3 2.500 0.333 -0.192
H1 -3.285 -1.990 -0.378
H2 -2.510 -0.869 -1.541
H3 -3.650 -0.237 -0.312
H4 -1.665 0.199 0.824
H5 0.491 -0.606 1.949
H6 1.397 -1.674 0.838
H7 2.990 -0.379 0.303
O4 2.750 3.560 -0.349
H8 2.422 2.664 -0.107
H9 1.943 4.058 -0.610

***

Arrangement iv

Here is a cluster of 2 separate species, C4H9NO4 in total from OMol25. Energies are from ωB97M-V/def2-TZVPD.

charge: 0
spin multiplicity: 1
HOMO-LUMO gap: 9.369 eV
E_LUMO: 0.8 eV
SMILES string: CC(C)=[N+]([O-])O.O=CO

Geometry (Å):
C1 -1.233 -0.620 -1.280
C2 -0.617 0.247 -0.187
C3 -1.127 0.498 1.231
N1 0.260 1.137 -0.634
O1 0.979 1.005 -1.599
O2 0.628 2.217 0.217
H1 -1.616 -1.425 -0.724
H2 -0.512 -1.049 -2.058
H3 -1.874 -0.075 -1.884
H4 -0.343 1.209 1.749
H5 -2.090 1.069 1.286
H6 -1.072 -0.402 1.861
H7 1.550 2.543 0.002
O3 1.440 -0.371 1.417
C4 1.257 -1.386 0.786
O4 1.742 -1.554 -0.436
H8 0.647 -2.178 1.271
H9 1.980 -0.864 -1.017

***

Least stable of them? arrangement iv.

***

Arrangement i

Here is the molecule C3H8N2S from OMol25. Energies are from ωB97M-V/def2-TZVPD.

charge: 0
spin multiplicity: 1
HOMO-LUMO gap: 9.022 eV
E_LUMO: 0.8 eV
SMILES string: CNCC(N)=S

Geometry (Å):
C1 -1.326 -0.598 -0.859
N1 -0.990 0.104 0.439
C2 0.235 -0.397 0.987
C3 1.423 0.236 0.232
N2 1.166 1.451 -0.179
S1 2.807 -0.587 -0.162
H1 -1.333 -1.661 -0.752
H2 -2.296 -0.264 -1.214
H3 -0.633 -0.352 -1.614
H4 -1.757 -0.011 1.100
H5 0.262 -0.151 2.059
H6 0.358 -1.499 0.854
H7 1.857 1.891 -0.729
H8 0.228 1.840 -0.162

***

Arrangement ii

Here is the molecule C3H8N2S from OMol25. Energies are from ωB97M-V/def2-TZVPD.

charge: 0
spin multiplicity: 1
HOMO-LUMO gap: 9.098 eV
E_LUMO: 0.7 eV

Geometry (Å):
C1 -1.501 1.025 -0.232
C2 -1.606 -0.479 -0.272
C3 -0.393 0.165 0.273
N1 1.895 1.326 0.265
N2 1.423 -1.331 0.057
S1 1.146 0.249 -0.629
H1 -1.413 1.397 -1.263
H2 -2.286 1.447 0.288
H3 -2.155 -1.043 0.383
H4 -1.433 -1.160 -1.092
H5 -0.357 0.231 1.407
H6 2.860 1.263 0.019
H7 2.285 -1.765 -0.263
H8 1.535 -1.326 1.056

***

Least stable of them? arrangement ii.